{
  "formula": "C3H9NO2",
  "method": "ωB97M-V/def2-TZVPD",
  "elements": ["C", "C", "N", "C", "O", "O", "H", "H", "H", "H", "H", "H", "H", "H", "H"],
  "coordinates": [[0.057, 0.748, -1.515], [-0.466, -0.054, -0.327], [-1.847, 0.307, -0.071], [0.452, 0.149, 0.904], [1.653, -0.552, 0.834], [1.341, -1.933, 1.254], [-0.553, 0.550, -2.391], [0.011, 1.814, -1.297], [1.089, 0.476, -1.723], [-0.450, -1.123, -0.570], [-2.236, -0.249, 0.680], [-1.919, 1.286, 0.186], [0.741, 1.198, 1.027], [-0.066, -0.231, 1.811], [2.194, -2.385, 1.198]],
  "mulliken_charge": [-1.4200, 0.4019, -0.6772, -0.5171, -0.2313, -0.3678, 0.3424, 0.3587, 0.3542, 0.3142, 0.2632, 0.2382, 0.2950, 0.3329, 0.3129],
  "total_energy_ha": -324.83057,
  "smiles": "C[C@H](N)COO",
  "e_above_lowest_kj_mol": 372.9
}

{
  "formula": "C4H11N3",
  "method": "ωB97M-V/def2-TZVPD",
  "elements": ["C", "C", "C", "H", "H", "H", "H", "H", "H", "H", "H", "N", "N", "C", "N", "H", "H", "H"],
  "coordinates": [[0.192, 1.362, 0.542], [1.111, 1.548, 1.684], [1.212, -0.315, -0.568], [0.247, 2.030, -0.307], [-0.810, 1.019, 0.759], [0.827, 2.452, 2.243], [2.147, 1.677, 1.360], [1.065, 0.709, 2.380], [1.585, -0.605, 0.412], [1.492, -1.197, -1.151], [1.760, 0.497, -1.035], [-1.144, -1.363, -0.268], [-2.383, -1.934, -0.660], [-0.488, -0.521, -1.181], [-0.795, 0.070, -2.183], [-0.547, -2.066, 0.149], [-3.100, -1.231, -0.515], [-2.367, -2.133, -1.660]],
  "mulliken_charge": [-0.5731, -1.0507, -1.2611, 0.4376, 0.3208, 0.3607, 0.3246, 0.3092, 0.3754, 0.4193, 0.3875, -0.0417, -0.6998, 0.5686, -0.6779, 0.2699, 0.2631, 0.2674],
  "total_energy_ha": -323.05223,
  "e_above_lowest_kj_mol": 667.7
}

{
  "formula": "C2H2Cl2N2O3",
  "method": "ωB97M-V/def2-TZVPD",
  "elements": ["N", "C", "O", "N", "O", "O", "C", "Cl", "Cl", "H", "H"],
  "coordinates": [[-0.685, -1.431, 0.081], [-0.396, -0.069, 0.019], [0.410, 0.358, -0.942], [1.846, 0.291, -0.806], [2.376, 0.582, 0.185], [2.208, 0.046, -1.862], [-1.042, 0.931, 0.663], [-0.961, 2.596, 0.500], [-2.523, 0.437, 1.544], [-1.407, -1.656, 0.701], [0.174, -2.085, -0.083]],
  "mulliken_charge": [-0.4344, 0.2393, -0.2723, 1.0521, -0.4861, -0.5157, 0.3743, -0.1475, -0.2422, 0.1910, 0.2415],
  "total_energy_ha": -1332.83970,
  "smiles": "NC(O[N+](=O)[O-])=C(Cl)Cl",
  "e_above_lowest_kj_mol": 179.2
}

{
  "formula": "C6H12",
  "method": "ωB97M-V/def2-TZVPD",
  "elements": ["C", "C", "C", "C", "C", "C", "H", "H", "H", "H", "H", "H", "H", "H", "H", "H", "H", "H"],
  "coordinates": [[1.585, -0.180, -0.427], [0.167, -0.279, 0.130], [0.015, -1.532, 0.981], [-0.316, 1.056, 0.763], [-0.983, 1.422, -0.576], [-0.900, -0.066, -0.978], [1.814, -1.047, -1.060], [1.720, 0.721, -1.037], [2.326, -0.153, 0.381], [0.208, -2.435, 0.389], [-0.999, -1.613, 1.390], [0.719, -1.531, 1.823], [-1.060, 0.869, 1.544], [0.439, 1.743, 1.158], [-0.336, 2.049, -1.196], [-1.970, 1.888, -0.529], [-0.602, -0.305, -2.005], [-1.827, -0.605, -0.749]],
  "mulliken_charge": [-1.6194, 1.5988, -1.6816, -0.8835, -0.5709, -0.8848, 0.3826, 0.3648, 0.3825, 0.3620, 0.4159, 0.3649, 0.2984, 0.2972, 0.2338, 0.3437, 0.2963, 0.2991],
  "total_energy_ha": -235.78912,
  "smiles": "CC1(C)CCC1",
  "e_above_lowest_kj_mol": 76.4
}

{
  "formula": "C2H3Br2NO",
  "method": "ωB97M-V/def2-TZVPD",
  "elements": ["C", "C", "N", "O", "Br", "Br", "H", "H", "H"],
  "coordinates": [[-0.335, -0.043, -0.448], [0.766, 0.767, 0.323], [0.153, 2.482, -0.419], [0.246, 3.335, 0.373], [-1.902, 1.029, -0.380], [2.504, 0.296, -0.332], [-0.424, -1.083, -0.349], [-0.014, 0.162, -1.531], [0.598, 0.674, 1.327]],
  "mulliken_charge": [-0.6078, -0.2595, 0.1571, -0.2390, -0.1037, -0.1300, 0.4516, 0.2930, 0.4383],
  "total_energy_ha": -5355.88225,
  "e_above_lowest_kj_mol": 217.4
}

{
  "formula": "C4H4O3",
  "method": "ωB97M-V/def2-TZVPD",
  "elements": ["O", "C", "O", "C", "C", "C", "O", "H", "H", "H", "H"],
  "coordinates": [[-0.803, 2.061, -1.545], [-0.716, 1.191, -0.735], [-1.767, 0.374, -0.331], [-1.047, -0.326, 0.692], [0.267, 0.162, 0.188], [1.454, -0.550, -0.299], [1.400, 0.043, 1.000], [-1.134, -1.410, 0.686], [-1.281, 0.079, 1.686], [2.122, 0.012, -0.948], [1.506, -1.635, -0.393]],
  "mulliken_charge": [-0.5004, 0.4886, -0.3061, -0.3724, 0.4856, -0.3035, -0.4634, 0.2854, 0.2220, 0.2424, 0.2219],
  "total_energy_ha": -380.44877,
  "smiles": "O=C1OC[C@@]12CO2",
  "e_above_lowest_kj_mol": 258.0
}

{
  "formula": "H20O10",
  "method": "ωB97M-V/def2-TZVPD",
  "elements": ["O", "H", "H", "O", "H", "H", "O", "H", "H", "O", "H", "H", "O", "H", "H", "O", "H", "H", "O", "H", "H", "O", "H", "H", "O", "H", "H", "O", "H", "H"],
  "coordinates": [[2.223, -2.634, 1.246], [2.508, -3.544, 1.250], [2.375, -2.143, 0.413], [-2.936, -1.660, 1.460], [-3.339, -2.245, 2.113], [-2.456, -1.076, 2.087], [0.445, 2.897, -2.326], [1.235, 2.659, -2.819], [0.729, 3.630, -1.776], [-0.901, -1.641, -2.163], [-1.309, -2.360, -2.680], [-1.661, -1.423, -1.570], [3.567, -1.240, -0.622], [3.649, -0.844, 0.258], [2.904, -0.757, -1.119], [1.276, 0.225, -3.576], [1.164, -0.336, -4.397], [0.637, -0.258, -3.040], [-0.519, 2.679, 2.635], [-0.938, 3.317, 2.058], [-1.048, 2.519, 3.418], [0.950, -0.250, -0.171], [0.025, -0.455, 0.052], [0.754, 0.337, -0.921], [0.237, 0.031, 3.073], [0.573, -0.742, 3.507], [0.176, 0.248, 2.149], [-3.562, 1.639, 0.793], [-2.788, 2.180, 0.644], [-3.970, 1.248, 0.020]],
  "mulliken_charge": [-0.6548, 0.2707, 0.4278, -0.6066, 0.2884, 0.3282, -0.6336, 0.3139, 0.3107, -0.6117, 0.2790, 0.3099, -0.7348, 0.3417, 0.3539, -0.5772, 0.3028, 0.2980, -0.5815, 0.2810, 0.3098, -0.5296, 0.2440, 0.2722, -0.6327, 0.3004, 0.3289, -0.5996, 0.2971, 0.3037],
  "total_energy_ha": -764.34290,
  "smiles": "O.O.O.O.O.O.O.O.O.O",
  "e_above_lowest_kj_mol": 365.0
}

{
  "formula": "HgO4P",
  "method": "ωB97M-V/def2-TZVPD",
  "elements": ["Hg", "P", "O", "O", "O", "O"],
  "coordinates": [[-16.759, 4.244, -3.707], [-17.788, 1.850, -4.558], [-17.120, 2.112, -3.190], [-19.284, 1.326, -4.249], [-17.233, 0.938, -5.587], [-18.111, 3.265, -5.096]],
  "mulliken_charge": [-0.1323, 0.5669, -0.6593, -0.4470, -0.6791, -0.6492],
  "charge": -2,
  "spin_multiplicity": 2,
  "total_energy_ha": -795.75699
}

{
  "formula": "C24H20BrN4O2Rh",
  "method": "ωB97M-V/def2-TZVPD",
  "elements": ["Rh", "Br", "C", "C", "C", "C", "O", "C", "C", "N", "C", "C", "C", "C", "C", "C", "C", "C", "N", "C", "C", "H", "H", "H", "H", "H", "H", "H", "H", "H", "H", "C", "C", "O", "N", "C", "C", "C", "C", "C", "C", "N", "H", "H", "H", "H", "H", "H", "H", "H", "H", "H"],
  "coordinates": [[0.291, 0.093, 0.212], [-6.406, -2.595, -0.034], [-4.711, -1.929, 0.421], [-4.019, -2.478, 1.512], [-2.777, -2.016, 1.885], [-2.166, -0.985, 1.160], [-0.955, -0.604, 1.546], [-2.874, -0.411, 0.073], [-2.400, 0.811, -0.489], [-1.246, 1.305, -0.161], [-0.940, 2.690, -0.238], [-1.784, 3.718, -0.565], [-1.302, 5.045, -0.515], [-0.037, 5.334, -0.086], [0.826, 4.293, 0.332], [2.126, 4.471, 0.853], [2.848, 3.379, 1.261], [2.286, 2.101, 1.149], [1.073, 1.906, 0.668], [0.347, 2.979, 0.251], [-4.151, -0.895, -0.282], [-4.475, -3.286, 2.069], [-2.256, -2.442, 2.730], [-3.070, 1.413, -1.096], [-2.811, 3.542, -0.851], [-1.968, 5.846, -0.806], [0.308, 6.359, -0.038], [2.540, 5.468, 0.933], [3.841, 3.481, 1.671], [2.836, 1.226, 1.474], [-4.691, -0.424, -1.094], [4.207, -0.405, -1.861], [3.085, -0.646, -0.908], [2.016, -0.013, -1.027], [3.235, -1.575, 0.045], [2.141, -1.977, 0.925], [1.047, -2.697, 0.155], [1.028, -4.067, -0.004], [0.046, -4.640, -0.803], [-0.870, -3.819, -1.437], [-0.795, -2.453, -1.230], [0.136, -1.909, -0.443], [4.208, 0.639, -2.162], [4.035, -1.013, -2.752], [5.173, -0.676, -1.439], [4.099, -2.095, 0.071], [1.737, -1.067, 1.419], [2.542, -2.590, 1.728], [1.769, -4.678, 0.493], [0.009, -5.713, -0.935], [-1.641, -4.221, -2.077], [-1.489, -1.775, -1.704]],
  "mulliken_charge": [0.4613, -0.1179, -0.3819, -0.3024, -0.7168, 0.7680, -0.7345, 0.0973, 0.0688, 0.2453, 0.0024, -0.9720, -1.0107, -0.9041, 0.7942, -0.4530, -1.0898, 0.1766, 0.1412, 1.1460, -0.4858, 0.4729, 0.5177, 0.4343, 0.3392, 0.4160, 0.4504, 0.4829, 0.4361, 0.5220, 0.5248, -1.3268, 0.7220, -0.6615, 0.0113, -1.1569, 0.8117, -0.7781, -0.3513, -0.9255, -0.5865, 0.5868, 0.3695, 0.3063, 0.4275, 0.2750, 0.1282, 0.7441, 0.5008, 0.4617, 0.4864, 0.6274],
  "charge": 2,
  "total_energy_ha": -3980.13973,
  "e_above_lowest_kj_mol": 20.6
}

{
  "formula": "C9H19CsNO5S",
  "method": "ωB97M-V/def2-TZVPD",
  "elements": ["Cs", "S", "O", "O", "O", "O", "C", "C", "C", "C", "C", "C", "N", "O", "C", "C", "C", "H", "H", "H", "H", "H", "H", "H", "H", "H", "H", "H", "H", "H", "H", "H", "H", "H", "H", "H"],
  "coordinates": [[-2.147, 2.062, -0.635], [-5.331, 4.119, -1.197], [-6.411, 4.024, -0.183], [-5.349, 2.930, -2.100], [-5.547, 5.316, -2.047], [-4.003, 4.168, -0.479], [-0.136, 0.713, 2.177], [0.866, -0.093, 1.336], [0.779, -1.518, 1.884], [1.426, -2.515, 0.920], [0.631, -2.465, -0.388], [0.747, -1.086, -1.064], [0.437, -0.046, -0.070], [0.694, 1.244, -0.605], [2.134, -0.961, -1.743], [-0.362, -1.095, -2.124], [2.271, 0.504, 1.631], [-1.149, 0.311, 2.134], [-0.245, 1.727, 1.794], [0.239, 0.754, 3.198], [1.333, -1.590, 2.821], [-0.262, -1.790, 2.068], [1.462, -3.498, 1.391], [2.465, -2.182, 0.826], [-0.418, -2.653, -0.161], [1.012, -3.312, -0.963], [2.097, -1.676, -2.563], [2.359, 0.031, -2.122], [2.886, -1.257, -1.010], [-1.340, -0.966, -1.653], [-0.316, -0.343, -2.915], [-0.374, -2.063, -2.630], [3.046, 0.223, 0.912], [2.633, 0.116, 2.584], [2.216, 1.588, 1.725], [1.656, 1.280, -0.747]],
  "mulliken_charge": [0.9269, 1.1802, -0.7420, -0.7809, -0.7478, -0.8405, -1.9839, 1.5737, -1.2142, -0.6824, -1.1139, 1.3857, 0.6216, -0.3662, -1.7120, -1.8877, -1.8042, 0.3300, 0.3796, 0.3948, 0.4242, 0.3553, 0.3949, 0.2688, 0.4172, 0.4456, 0.4492, 0.4576, 0.3056, 0.3791, 0.3333, 0.3606, 0.3910, 0.4035, 0.4611, 0.2362],
  "charge": -1,
  "total_energy_ha": -1203.61058,
  "e_above_lowest_kj_mol": 149.2
}

{
  "formula": "C10H14BF6N2O8S2",
  "method": "ωB97M-V/def2-TZVPD",
  "elements": ["C", "C", "C", "C", "C", "O", "C", "O", "O", "B", "O", "N", "C", "C", "H", "H", "H", "H", "H", "H", "H", "H", "H", "H", "H", "H", "H", "H", "C", "F", "F", "F", "S", "O", "O", "N", "S", "O", "O", "C", "F", "F", "F"],
  "coordinates": [[-2.004, -0.511, 1.406], [-1.818, -1.458, 0.694], [-1.529, -2.600, -0.182], [-1.141, -2.115, -1.584], [0.088, -1.226, -1.613], [1.262, -2.088, -1.588], [2.243, -1.712, -0.752], [2.981, -0.794, -0.922], [2.380, -2.574, 0.304], [1.750, -2.208, 1.496], [1.244, -0.926, 1.599], [1.666, -3.198, 2.530], [0.963, -2.758, 3.742], [1.231, -4.528, 2.096], [-1.990, 0.354, 2.026], [-0.702, -3.181, 0.235], [-2.412, -3.243, -0.204], [-1.976, -1.607, -2.066], [-0.910, -2.989, -2.202], [0.103, -0.469, -0.829], [0.089, -0.698, -2.566], [1.824, -0.299, 2.041], [1.633, -2.192, 4.390], [0.621, -3.633, 4.297], [0.088, -2.140, 3.527], [1.646, -5.292, 2.762], [0.141, -4.635, 2.141], [1.564, -4.740, 1.083], [1.388, 3.163, -2.666], [1.999, 2.038, -3.040], [2.237, 3.872, -1.914], [1.118, 3.876, -3.767], [-0.146, 2.745, -1.741], [0.308, 2.016, -0.587], [-0.950, 2.012, -2.682], [-0.609, 4.230, -1.461], [-1.948, 4.483, -0.656], [-1.900, 4.134, 0.737], [-3.158, 4.170, -1.364], [-1.854, 6.321, -0.681], [-1.866, 6.800, -1.930], [-0.747, 6.769, -0.077], [-2.909, 6.830, -0.035]],
  "mulliken_charge": [0.1134, -0.5767, -0.0663, -1.0847, 0.2173, -0.3856, 0.7002, -0.5051, -0.4206, 0.4102, -0.2343, -0.0526, -0.9283, -1.0882, 0.4729, -0.2463, 0.4340, 0.4167, 0.3690, -0.0366, 0.3236, 0.2240, 0.2838, 0.3666, 0.2792, 0.3090, 0.3472, 0.3645, 0.6442, -0.2269, -0.2399, -0.2425, 1.0679, -0.6143, -0.6754, -0.3931, 1.0304, -0.6452, -0.6481, 0.6392, -0.2376, -0.2404, -0.2249],
  "charge": -1,
  "total_energy_ha": -2521.44298
}

{
  "formula": "C2H8N4O2Rb",
  "method": "ωB97M-V/def2-TZVPD",
  "elements": ["Rb", "C", "O", "N", "N", "H", "H", "H", "H", "C", "O", "N", "N", "H", "H", "H", "H"],
  "coordinates": [[2.270, 0.724, -0.736], [-1.096, 1.754, -2.177], [-0.329, 2.002, -1.245], [-1.048, 0.809, -3.056], [-2.146, 2.401, -2.463], [-0.349, 0.082, -2.983], [-1.681, 0.800, -3.842], [-2.976, 2.163, -2.987], [-2.306, 3.268, -1.969], [1.160, -1.602, 2.192], [1.031, -1.128, 1.079], [1.399, -2.809, 2.475], [1.036, -0.818, 3.208], [1.293, -3.062, 3.447], [1.582, -3.550, 1.813], [1.094, -1.221, 4.132], [1.065, 0.188, 3.115]],
  "mulliken_charge": [0.9470, 0.7299, -0.6580, -0.3548, -0.4204, 0.1426, 0.1804, 0.1861, 0.2292, 0.6522, -0.6806, -0.3320, -0.3484, 0.1547, 0.2243, 0.1428, 0.2051],
  "charge": 1,
  "total_energy_ha": -474.46961,
  "e_above_lowest_kj_mol": 167.5
}

What is the formula in the ninth record? C24H20BrN4O2Rh